1.
# C31H32N15O3Pt

A structure of composition C31H32N15O3Pt in a non-equilibrium geometry (wB97M-V/def2-TZVPD, the OMol25 dataset).

Summary:
Charge: +1
Energy relative to the best compared isomer or geometry (same formula, charge and spin) (eV): 1.8203
Largest force on an atom (hartree/bohr): 0.023
E_HOMO (eV): -10.46

XYZ file:
```
82
C31H32N15O3Pt wB97M-V/def2-TZVPD
Pt 0.000 -0.013 0.086
C -0.240 5.543 -0.610
N -0.052 4.126 -0.904
C -0.376 3.076 -0.163
N -0.135 1.967 -0.847
C 0.354 2.417 -2.035
N 0.404 3.720 -2.116
C -1.664 6.020 -0.795
C -2.054 7.213 -0.194
C -3.331 7.714 -0.391
C -4.240 7.025 -1.180
C -3.860 5.825 -1.765
C -2.572 5.324 -1.577
C -4.809 5.085 -2.601
N -5.799 5.529 -3.286
N -6.353 4.420 -3.941
C -5.642 3.409 -3.597
O -4.642 3.745 -2.740
C -5.772 2.004 -3.990
C -6.313 1.676 -5.226
C -6.391 0.343 -5.598
C -5.936 -0.650 -4.745
C -5.420 -0.324 -3.494
C -5.007 -1.443 -2.566
N -4.120 -1.010 -1.494
C -2.933 -0.410 -1.572
N -2.432 -0.241 -0.364
C -3.390 -0.781 0.440
N -4.433 -1.255 -0.199
C -5.341 1.007 -3.121
H 0.430 6.075 -1.284
H 0.089 5.726 0.412
H -0.766 3.142 0.839
H 0.671 1.774 -2.839
H -1.352 7.759 0.426
H -3.622 8.644 0.078
H -5.239 7.404 -1.345
H -2.291 4.400 -2.066
H -6.654 2.464 -5.885
H -6.798 0.075 -6.565
H -5.994 -1.690 -5.047
H -4.519 -2.237 -3.132
H -5.873 -1.869 -2.064
H -2.479 -0.106 -2.500
H -3.312 -0.808 1.516
H -4.950 1.289 -2.152
C -0.197 -3.076 -4.717
N 0.474 -2.142 -3.817
C 1.680 -1.578 -4.143
C 2.345 -0.764 -3.314
C 1.741 -0.471 -2.032
O 2.238 0.223 -1.162
N 0.464 -0.992 -1.770
C -0.168 -1.850 -2.621
O -1.249 -2.394 -2.378
H 0.405 -3.187 -5.615
H -1.185 -2.706 -4.981
H -0.317 -4.045 -4.237
H 2.064 -1.840 -5.120
H 3.299 -0.333 -3.570
C 2.713 -5.873 0.169
C 1.297 -5.964 -0.391
C 1.177 -5.219 -1.719
C 0.246 -5.480 0.611
N 0.357 -4.045 0.896
C -0.256 -3.033 0.304
N 0.212 -1.936 0.850
N 1.110 -2.290 1.799
N 1.197 -3.563 1.834
H 3.420 -6.327 -0.525
H 2.798 -6.391 1.126
H 3.014 -4.835 0.323
H 1.055 -7.017 -0.562
H 1.438 -4.162 -1.603
H 0.165 -5.280 -2.128
H 1.864 -5.644 -2.452
H 0.340 -6.002 1.560
H -0.756 -5.645 0.215
H -0.967 -3.092 -0.512
N -0.527 0.948 2.937
C -0.153 0.694 1.873
H -0.746 1.158 3.889
```

2.
# C31H32N8O4S3SeSr

A structure of composition C31H32N8O4S3SeSr in a non-equilibrium geometry (wB97M-V/def2-TZVPD, the OMol25 dataset).

Summary:
Charge: -2
Energy relative to the best compared isomer or geometry (same formula, charge and spin) (eV): 2.3711
Largest force on an atom (hartree/bohr): 0.069
E_HOMO (eV): -0.24

XYZ file:
```
80
C31H32N8O4S3SeSr wB97M-V/def2-TZVPD
Sr 0.270 -1.977 -0.178
N 2.099 -3.903 -0.827
C 3.148 -4.072 0.202
C 3.128 -3.008 1.308
O 4.004 -3.115 2.197
N 2.170 -2.108 1.171
C 1.981 -1.139 2.249
C 0.489 -0.954 2.625
O 0.251 -0.255 3.629
O -0.384 -1.507 1.880
H 2.105 -4.661 -1.496
H 2.293 -3.062 -1.368
H 4.167 -4.099 -0.204
H 2.995 -5.031 0.700
H 2.344 -0.151 1.940
H 2.532 -1.415 3.149
C -3.184 -4.370 -3.547
C -2.499 -3.330 -2.656
S -0.718 -3.374 -2.701
C -3.234 -2.471 -1.929
C -4.752 -2.522 -1.948
S -2.583 -1.202 -0.865
H -2.424 -4.952 -4.065
H -3.829 -3.905 -4.304
H -3.807 -5.066 -2.970
H -5.156 -3.176 -2.726
H -5.153 -1.514 -2.095
H -5.133 -2.870 -0.979
Se 3.214 1.152 -8.052
N 4.056 0.196 -6.801
C 3.276 0.167 -5.771
C 3.628 -0.495 -4.506
C 4.865 -1.103 -4.319
C 5.165 -1.639 -3.090
C 4.202 -1.557 -2.088
N 3.004 -1.017 -2.264
C 2.713 -0.481 -3.455
C 1.386 0.202 -3.600
N 0.570 0.150 -2.555
C -0.582 0.811 -2.603
C -0.980 1.539 -3.729
C -0.155 1.566 -4.823
C 1.063 0.887 -4.767
C 2.003 0.876 -5.891
N 1.790 1.470 -7.023
H 5.569 -1.121 -5.142
H 6.120 -2.105 -2.891
H 4.409 -1.944 -1.094
H -1.230 0.723 -1.744
H -1.936 2.046 -3.725
H -0.417 2.102 -5.727
C 0.149 5.467 2.970
C 1.081 4.322 2.584
C 0.720 3.006 3.264
N -0.642 2.558 2.990
C -0.960 1.847 1.906
S 0.022 1.720 0.565
N -2.221 1.258 1.842
C -3.347 1.327 2.648
O -4.448 1.122 2.192
C -3.205 1.592 4.121
C -2.333 0.819 4.880
C -2.288 0.998 6.259
C -3.109 1.937 6.870
C -3.990 2.695 6.105
C -4.044 2.515 4.731
H 0.430 6.395 2.466
H 0.167 5.650 4.050
H -0.879 5.232 2.688
H 2.112 4.564 2.860
H 1.053 4.169 1.505
H 0.778 3.130 4.348
H 1.400 2.206 2.978
H -1.200 2.383 3.809
H -2.389 0.784 0.954
H -1.672 0.104 4.388
H -1.601 0.404 6.849
H -3.062 2.081 7.943
H -4.638 3.421 6.581
H -4.738 3.082 4.121
```

3.
# C31H33AsCl2F6N4O4PSSi2Ti

A structure of composition C31H33AsCl2F6N4O4PSSi2Ti in a non-equilibrium geometry (wB97M-V/def2-TZVPD, the OMol25 dataset).

Summary:
⟨S²⟩: 0.755
Largest force on an atom (hartree/bohr): 0.027
Spin multiplicity: 2
E_HOMO (alpha / beta) (eV): -7.69 / -7.70

XYZ file:
```
86
C31H33AsCl2F6N4O4PSSi2Ti wB97M-V/def2-TZVPD
Ti -0.091 -0.862 0.331
Cl 4.959 -5.106 -1.856
C 3.737 -3.884 -1.862
C 2.809 -3.882 -0.830
C 1.813 -2.905 -0.789
N 0.789 -2.757 0.153
C 0.625 -3.671 1.143
O 1.259 -4.691 1.345
C -0.548 -3.355 2.034
C -0.729 -4.097 3.187
C -1.849 -3.856 3.961
C -2.768 -2.916 3.523
C -2.500 -2.220 2.359
N -1.396 -2.399 1.629
C 1.821 -1.939 -1.802
C 2.721 -1.955 -2.845
C 3.698 -2.936 -2.877
Cl 4.848 -2.925 -4.168
N 0.750 -0.983 -1.702
C -0.203 -1.107 -2.755
O 0.068 -1.370 -3.895
C -1.632 -0.938 -2.317
C -2.648 -0.938 -3.257
C -3.942 -0.743 -2.808
C -4.156 -0.525 -1.455
C -3.077 -0.533 -0.589
N -1.833 -0.771 -1.010
H 2.867 -4.634 -0.063
H 0.011 -4.842 3.436
H -2.012 -4.401 4.881
H -3.675 -2.707 4.072
H -3.215 -1.494 2.004
H 2.677 -1.214 -3.629
H -2.402 -1.085 -4.299
H -4.769 -0.740 -3.505
H -5.143 -0.332 -1.060
H -3.189 -0.300 0.459
C 4.675 -0.026 -0.807
Si 3.533 1.246 -1.531
C 3.795 2.839 -0.593
C 3.775 1.418 -3.387
As 1.158 0.904 -1.116
Si 0.081 2.353 -2.725
C 0.301 1.799 -4.505
C 0.954 3.980 -2.435
C -1.719 2.599 -2.308
H 5.679 0.285 -1.121
H 4.514 -1.046 -1.147
H 4.636 -0.014 0.280
H 4.865 3.064 -0.626
H 3.517 2.699 0.454
H 3.257 3.703 -0.978
H 4.596 0.775 -3.712
H 4.034 2.448 -3.645
H 2.899 1.146 -3.975
H 1.033 2.446 -4.993
H -0.653 1.919 -5.026
H 0.618 0.768 -4.646
H 1.964 3.997 -2.845
H 1.004 4.241 -1.376
H 0.371 4.759 -2.934
H -2.319 1.690 -2.336
H -2.124 3.293 -3.052
H -1.825 3.027 -1.312
F 2.622 -0.794 1.089
P 2.385 -0.297 2.631
F 3.925 0.016 2.831
F 2.105 1.181 2.063
F 1.959 0.159 4.085
F 0.716 -0.672 2.309
F 2.547 -1.811 3.113
O -5.419 3.486 5.933
C -4.996 2.236 5.625
O -5.426 1.297 6.237
C -4.004 2.114 4.520
C -3.238 0.955 4.460
C -2.324 0.766 3.441
C -2.167 1.707 2.422
S -1.090 1.497 1.056
C -2.916 2.888 2.507
C -3.818 3.086 3.536
H -4.911 4.136 5.434
H -3.364 0.210 5.235
H -1.681 -0.101 3.453
H -2.796 3.644 1.742
H -4.403 4.000 3.531
```

4.
# C31H33BClIrN7O3S4

A structure of composition C31H33BClIrN7O3S4 in a non-equilibrium geometry (wB97M-V/def2-TZVPD, the OMol25 dataset).

Summary:
⟨S²⟩: 8.791
Largest force on an atom (hartree/bohr): 0.034
Spin multiplicity: 6
E_HOMO (alpha / beta) (eV): -6.04 / -8.03

XYZ file:
```
81
C31H33BClIrN7O3S4 wB97M-V/def2-TZVPD
Ir 0.206 0.493 0.141
C 2.444 4.504 3.263
S 3.833 3.589 2.574
C 3.062 2.062 2.157
S 4.142 0.935 1.371
N 1.815 1.914 2.398
N 1.290 0.707 1.933
C 0.998 -0.237 2.832
C 0.364 -1.398 2.394
C 0.085 -2.530 3.198
C -0.479 -3.639 2.636
C -0.782 -3.655 1.250
C -0.523 -2.532 0.515
N 0.034 -1.423 1.053
H 2.868 5.421 3.677
H 1.958 3.923 4.041
H 1.726 4.735 2.477
H 1.283 -0.085 3.865
H 0.336 -2.491 4.251
H -0.701 -4.506 3.248
H -1.210 -4.525 0.770
H -0.751 -2.490 -0.546
C 0.117 2.897 -3.380
N 1.157 1.873 -3.510
C 2.342 2.032 -4.201
C 2.963 0.831 -4.182
N 2.165 -0.054 -3.488
B 2.404 -1.608 -3.483
N 2.450 -2.225 -2.024
C 2.311 -3.594 -1.864
C 2.584 -3.899 -0.583
N 2.876 -2.708 0.056
C 3.267 -2.612 1.460
C 2.786 -1.689 -0.837
S 2.967 0.007 -0.510
C 1.081 0.604 -3.075
S -0.226 -0.041 -2.135
H 0.526 3.782 -2.901
H -0.689 2.503 -2.773
H -0.264 3.152 -4.368
H 2.630 2.976 -4.638
H 3.909 0.523 -4.601
H 3.482 -1.788 -4.013
H 1.485 -2.148 -4.061
H 2.034 -4.230 -2.692
H 2.575 -4.843 -0.059
H 2.476 -3.006 2.092
H 3.442 -1.573 1.712
H 4.182 -3.181 1.624
C 0.824 5.281 -0.445
C 1.915 4.434 -0.627
C 1.770 3.060 -0.479
C 0.532 2.493 -0.146
C -0.555 3.363 0.043
C -0.416 4.737 -0.120
H 0.946 6.356 -0.533
H 2.889 4.840 -0.877
H 2.647 2.446 -0.627
H -1.526 2.971 0.315
H -1.277 5.384 0.022
C -3.885 -2.080 2.245
C -4.359 -2.011 0.808
C -4.479 -3.216 0.112
C -4.939 -3.270 -1.188
Cl -5.090 -4.814 -1.987
C -5.289 -2.108 -1.852
C -5.171 -0.905 -1.181
C -4.719 -0.840 0.131
O -4.756 0.432 0.665
C -3.774 0.868 1.588
C -2.361 0.746 1.073
O -1.421 1.085 1.840
O -2.158 0.318 -0.096
H -3.665 -3.115 2.503
H -4.651 -1.722 2.939
H -2.970 -1.511 2.421
H -4.217 -4.141 0.617
H -5.640 -2.143 -2.877
H -5.430 0.029 -1.668
H -3.835 0.360 2.545
H -3.966 1.922 1.767
```

5.
# C31H33BF2O3S

A cluster of 2 separate species, C31H33BF2O3S in total in a non-equilibrium geometry (wB97M-V/def2-TZVPD, the OMol25 dataset).

Summary:
Energy relative to the best compared isomer or geometry (same formula, charge and spin) (eV): 0.0000
Largest force on an atom (hartree/bohr): 0.061
E_HOMO (eV): -7.42

XYZ file:
```
71
C31H33BF2O3S wB97M-V/def2-TZVPD
C -0.085 4.055 0.646
C -0.847 3.326 -0.446
C -1.201 4.298 -1.566
O 0.072 2.370 -1.054
B -0.550 1.165 -1.075
C -0.008 -0.321 -1.298
C -1.159 -0.786 -2.200
C -2.109 -1.767 -1.869
C -3.309 -1.823 -2.581
C -3.544 -0.955 -3.651
C -2.488 -0.167 -4.094
F -2.673 0.667 -5.170
C -1.272 -0.116 -3.432
C 1.278 -0.389 -2.095
C 1.795 -1.655 -2.424
C 2.894 -1.787 -3.273
C 3.513 -0.645 -3.810
C 2.949 0.596 -3.530
F 3.527 1.746 -4.019
C 1.825 0.741 -2.716
O -1.785 1.119 -0.439
C -2.088 2.432 0.050
C -2.351 2.389 1.546
C -3.431 2.771 -0.570
H -0.707 4.833 1.111
H 0.269 3.373 1.428
H 0.791 4.543 0.206
H -1.932 5.060 -1.261
H -0.290 4.808 -1.903
H -1.613 3.739 -2.415
H 0.057 -0.943 -0.408
H -1.909 -2.442 -1.028
H -4.093 -2.504 -2.256
H -4.502 -0.902 -4.156
H -0.466 0.495 -3.837
H 1.284 -2.551 -2.051
H 3.280 -2.787 -3.505
H 4.423 -0.702 -4.403
H 1.381 1.724 -2.621
H -2.631 3.386 1.907
H -3.212 1.741 1.745
H -1.511 2.020 2.138
H -3.742 3.781 -0.280
H -3.418 2.672 -1.663
H -4.185 2.071 -0.188
C 4.110 -5.149 0.772
O 2.722 -5.041 0.375
C 2.074 -3.869 0.633
C 0.729 -3.981 1.069
C 0.233 -3.021 1.923
C 0.989 -1.862 2.225
C 0.616 -0.971 3.293
C 1.299 0.190 3.664
C 0.647 0.978 4.662
C -0.515 0.384 5.141
C -1.293 0.811 6.335
S -0.856 -1.091 4.274
C 2.208 -1.650 1.523
C 2.742 -2.625 0.708
H 4.256 -6.222 0.886
H 4.740 -4.764 -0.040
H 4.328 -4.635 1.724
H 0.204 -4.915 0.855
H -0.759 -3.177 2.343
H 2.274 0.453 3.262
H 1.031 1.925 5.050
H -0.681 1.459 6.977
H -2.217 1.352 6.080
H -1.563 -0.085 6.912
H 2.750 -0.712 1.651
H 3.704 -2.465 0.217
```

6.
# C31H33BNO3

A cluster of 2 separate species, C31H33BNO3 in total in a non-equilibrium geometry (wB97M-V/def2-TZVPD, the OMol25 dataset).

Summary:
Charge: +1
Energy relative to the best compared isomer or geometry (same formula, charge and spin) (eV): 0.0000
Largest force on an atom (hartree/bohr): 0.042
E_HOMO (eV): -10.58

XYZ file:
```
69
C31H33BNO3 wB97M-V/def2-TZVPD
C 5.114 -0.873 -0.354
C 3.940 -0.275 0.246
C 3.802 0.743 1.150
C 2.523 0.571 1.726
C 1.801 -0.368 0.997
B 0.610 -1.606 1.136
O 0.084 -1.705 -0.196
C 0.532 -2.879 -0.883
C 1.342 -3.753 0.079
N 1.086 -3.118 1.413
C 2.201 -3.276 2.369
C -0.211 -3.663 1.987
C -0.725 -2.532 2.874
O -0.293 -1.293 2.255
O 2.732 -0.916 0.114
H 5.951 -0.839 0.351
H 4.942 -1.932 -0.599
H 5.397 -0.346 -1.271
H 4.529 1.508 1.397
H 2.130 1.216 2.491
H -0.378 -3.402 -1.218
H 1.143 -2.570 -1.742
H 0.979 -4.797 0.082
H 2.417 -3.730 -0.148
H 2.127 -4.263 2.863
H 3.167 -3.209 1.836
H 2.166 -2.463 3.116
H -0.912 -3.908 1.166
H -0.042 -4.590 2.550
H -1.821 -2.494 3.001
H -0.254 -2.600 3.864
C -1.704 3.169 -5.341
C -1.095 3.759 -4.230
C -0.919 3.037 -3.049
C -1.409 1.715 -2.923
C -1.339 1.044 -1.597
C -0.144 1.215 -0.900
C 0.061 1.077 0.481
C 0.220 2.233 1.362
C -0.291 2.135 2.676
C -0.161 3.193 3.563
C 0.597 4.315 3.191
C 1.193 4.375 1.925
C 0.964 3.368 0.989
C -2.532 0.276 -1.140
C -2.542 -0.726 -0.143
C -3.576 -1.664 -0.017
C -4.787 -1.452 -0.684
C -4.893 -0.343 -1.536
C -3.795 0.491 -1.762
C -1.965 1.106 -4.069
C -2.137 1.839 -5.249
H -1.886 3.745 -6.259
H -0.766 4.799 -4.283
H -0.465 3.517 -2.177
H 0.711 1.587 -1.483
H -0.475 0.283 0.975
H -0.803 1.210 2.954
H -0.651 3.129 4.532
H 0.756 5.126 3.904
H 1.827 5.219 1.650
H 1.370 3.435 -0.023
H -1.720 -0.821 0.539
H -3.419 -2.553 0.607
H -5.638 -2.122 -0.523
H -5.839 -0.140 -2.046
H -3.915 1.344 -2.434
H -2.287 0.064 -4.031
H -2.629 1.379 -6.103
```